Model one:
DFT (the ωB97M-V functional and the def2-TZVPD basis) results for C4H11N3O as an isolated structure.

Summary:
E_HOMO   -9.27 eV

```
19
C4H11N3O, DFT the ωB97M-V functional and the def2-TZVPD basis
C 1.090 -0.752 1.258
C 0.718 -0.486 -0.206
C 2.008 0.259 -0.667
C -1.840 -0.027 0.027
H 0.185 -0.683 2.198
H 1.767 0.236 1.482
H 1.845 -1.700 1.379
H 0.386 -1.225 -1.075
H 1.503 1.374 -0.300
H 2.945 -0.228 0.149
H 2.433 0.123 -1.849
H -1.243 2.223 0.580
H -0.699 2.016 -1.017
H -3.175 -1.447 -0.208
H -2.093 -1.149 -1.797
N -0.551 0.401 -0.044
N -0.428 1.863 -0.008
N -2.127 -1.423 -0.488
O -2.722 0.624 0.588
```

Quick look at the natural (NBO) charges, all values in e: -0.64 -0.10 -0.69 0.76 0.24 0.23 0.23 0.24 0.28 0.23 0.23 0.41 0.35 0.39 0.35 -0.35 -0.66 -0.84 -0.66

Model two:
DFT (the ωB97M-V functional and the def2-TZVPD basis) results for C4H11N3O as an isolated structure.

Summary:
E_HOMO   -8.00 eV

```
19
C4H11N3O, DFT the ωB97M-V functional and the def2-TZVPD basis
C -0.878 -0.214 0.131
C -0.822 -1.527 -0.587
C -1.738 0.895 -0.416
N 0.284 1.061 2.005
C 1.073 0.543 1.152
N 1.828 -0.040 -0.981
O 2.076 -0.248 1.605
N 0.785 0.525 -0.187
H 2.314 -0.879 0.904
H 0.319 2.069 2.106
H -1.170 -0.419 1.157
H 2.614 0.603 -1.039
H 1.626 -0.326 -1.935
H -1.754 -2.073 -0.410
H -1.646 1.795 0.188
H -0.690 -1.383 -1.658
H 0.006 -2.114 -0.191
H -1.441 1.150 -1.430
H -2.786 0.581 -0.413
```

Quick look at the natural (NBO) charges, all values in e: 0.11 -0.66 -0.64 -0.93 0.73 -0.74 -0.67 -0.37 0.48 0.38 0.24 0.37 0.38 0.23 0.24 0.20 0.22 0.21 0.21

Quick one: least stable of them? model one